{"formula": "C45H54BrF4N6O3P2Ru", "method": "ωB97M-V/def2-TZVPD", "e_lumo_ev": [-4.8, -6.3], "charge": 2, "max_force_ev_per_a": 1.247, "spin_multiplicity": 6, "e_tot_ev": -164683.6055, "molar_mass_g_mol": 1045.9, "gap_ev": [5.03, 6.50], "species": ["Ru", "F", "C", "C", "F", "C", "F", "C", "P", "C", "C", "C", "C", "C", "C", "C", "C", "C", "C", "C", "C", "C", "Br", "C", "F", "H", "H", "H", "H", "H", "H", "H", "H", "H", "H", "O", "C", "C", "C", "C", "N", "C", "C", "C", "C", "C", "C", "O", "C", "C", "N", "H", "H", "H", "H", "H", "H", "H", "H", "H", "H", "H", "H", "O", "H", "H", "N", "P", "N", "C", "C", "C", "C", "C", "N", "C", "C", "C", "C", "C", "N", "C", "C", "C", "C", "C", "H", "H", "H", "H", "H", "H", "H", "H", "H", "H", "H", "H", "H", "H", "H", "H", "H", "H", "H", "H", "H", "H", "H", "H", "H", "H", "H", "H", "H", "H"], "coordinates": [[-0.437, -0.069, -2.058], [-1.228, 1.450, -8.520], [-1.260, 1.637, -7.223], [-2.293, 2.366, -6.649], [-3.206, 2.928, -7.412], [-2.344, 2.506, -5.274], [-3.322, 3.239, -4.754], [-1.390, 1.940, -4.430], [-1.625, 1.958, -2.606], [-3.414, 1.697, -2.372], [-3.863, 0.372, -2.453], [-5.207, 0.072, -2.311], [-6.118, 1.094, -2.074], [-5.681, 2.407, -1.992], [-4.337, 2.714, -2.142], [-1.223, 3.667, -2.174], [-0.346, 4.397, -2.976], [0.035, 5.675, -2.602], [-0.448, 6.225, -1.424], [-1.305, 5.495, -0.613], [-1.683, 4.212, -0.974], [-0.320, 1.276, -5.043], [1.227, 0.773, -4.035], [-0.255, 1.127, -6.416], [0.761, 0.486, -6.972], [-3.149, -0.424, -2.643], [-5.545, -0.953, -2.383], [-7.169, 0.863, -1.966], [-6.395, 3.201, -1.818], [-4.012, 3.746, -2.110], [0.032, 3.972, -3.897], [0.701, 6.243, -3.237], [-0.159, 7.228, -1.139], [-1.686, 5.937, 0.299], [-2.346, 3.637, -0.337], [1.872, -5.281, -5.755], [0.726, -4.587, -6.176], [0.254, -3.672, -5.091], [-0.833, -2.793, -5.357], [-1.230, -1.943, -4.371], [-0.658, -1.905, -3.146], [0.403, -2.745, -2.860], [0.842, -3.648, -3.858], [1.020, -2.646, -1.582], [1.869, -3.658, -1.092], [2.378, -3.590, 0.173], [3.307, -4.660, 0.698], [3.273, -5.858, -0.037], [2.039, -2.487, 0.982], [1.262, -1.485, 0.447], [0.748, -1.531, -0.793], [2.148, -5.895, -6.440], [-0.095, -5.275, -6.421], [0.917, -3.987, -7.075], [-1.333, -2.798, -6.316], [-2.067, -1.271, -4.534], [1.682, -4.300, -3.673], [2.114, -4.517, -1.699], [3.103, -4.830, 1.762], [4.333, -4.292, 0.609], [2.450, -6.327, 0.134], [2.383, -2.416, 2.000], [0.410, 0.335, 0.708], [-2.008, -0.053, 0.036], [-2.822, 0.436, -0.147], [-2.259, -0.986, 0.053], [0.971, -0.330, 1.214], [1.046, -0.246, 2.872], [0.568, 1.294, 3.210], [0.773, 1.783, 4.588], [1.170, 3.256, 4.578], [0.117, 4.085, 3.846], [-0.093, 3.513, 2.444], [-0.492, 2.043, 2.528], [2.569, -0.360, 3.435], [3.103, -1.421, 4.310], [4.630, -1.496, 4.211], [5.109, -1.300, 2.777], [4.691, 0.084, 2.245], [3.542, 0.680, 3.064], [0.216, -1.502, 3.534], [-0.801, -2.295, 2.835], [-2.215, -1.890, 3.248], [-2.376, -2.061, 4.757], [-1.331, -1.200, 5.462], [0.071, -1.585, 5.000], [1.550, 1.191, 5.071], [-0.152, 1.667, 5.165], [2.134, 3.365, 4.076], [1.280, 3.595, 5.608], [0.433, 5.126, 3.787], [-0.828, 4.056, 4.397], [0.834, 3.602, 1.871], [-0.868, 4.063, 1.912], [-0.671, 1.643, 1.531], [-1.428, 1.953, 3.095], [2.652, -2.373, 4.022], [2.837, -1.234, 5.354], [4.948, -2.463, 4.598], [5.078, -0.735, 4.853], [4.690, -2.085, 2.146], [6.192, -1.405, 2.734], [4.395, 0.010, 1.197], [5.532, 0.777, 2.298], [3.035, 1.447, 2.481], [3.925, 1.148, 3.974], [-0.642, -3.342, 3.114], [-0.652, -2.211, 1.762], [-2.943, -2.507, 2.715], [-2.387, -0.843, 2.982], [-2.226, -3.112, 5.022], [-3.380, -1.784, 5.078], [-1.392, -1.321, 6.544], [-1.517, -0.146, 5.231], [0.276, -2.619, 5.297], [0.809, -0.944, 5.478]], "forces_ev_per_a": [[0.0, -1.1, 0.7], [0.1, 0.0, -0.2], [-0.2, 0.1, 0.2], [0.2, -0.1, -0.1], [-0.1, 0.0, -0.1], [0.2, -0.1, 0.3], [-0.1, 0.0, -0.1], [-0.1, -0.2, -0.1], [-0.4, 0.4, -0.7], [0.0, -0.1, 0.1], [0.1, 0.1, 0.0], [-0.1, 0.0, 0.0], [0.0, 0.0, 0.0], [-0.1, 0.1, 0.1], [0.1, 0.0, 0.0], [0.2, -0.1, 0.3], [-0.1, -0.1, 0.0], [0.0, 0.0, 0.0], [0.0, 0.0, 0.0], [0.0, 0.0, 0.1], [0.0, -0.1, -0.1], [0.1, 0.4, 0.2], [0.0, 0.0, -0.4], [0.2, -0.2, 0.2], [0.0, 0.0, -0.1], [-0.1, -0.1, 0.0], [0.0, 0.0, 0.0], [0.0, 0.0, 0.0], [0.0, 0.0, 0.0], [0.0, 0.0, 0.0], [0.0, 0.0, 0.0], [0.0, 0.0, 0.0], [0.0, 0.0, 0.0], [0.0, 0.0, 0.0], [0.0, 0.1, 0.0], [0.1, 0.0, 0.1], [-0.1, 0.0, -0.2], [0.2, 0.0, 0.3], [-0.1, 0.2, 0.2], [-0.2, -0.3, -0.5], [0.2, 0.8, 0.4], [0.1, 0.0, 0.2], [-0.1, -0.1, -0.3], [0.0, 0.0, -0.1], [0.2, -0.1, 0.1], [-0.1, -0.1, -0.2], [-0.1, 0.0, 0.0], [0.0, 0.0, -0.1], [-0.1, 0.2, -0.1], [0.4, -0.3, 0.1], [-0.3, 0.4, -0.1], [0.0, 0.0, 0.0], [0.0, 0.0, 0.0], [0.0, 0.0, 0.0], [0.0, 0.0, 0.0], [0.1, 0.1, 0.0], [0.0, 0.0, 0.0], [0.0, 0.0, 0.0], [0.0, 0.0, 0.0], [0.0, 0.0, 0.1], [0.0, 0.0, 0.1], [0.1, 0.0, 0.0], [-0.1, 0.2, 0.2], [0.2, 0.0, 0.0], [-0.1, -0.1, -0.1], [-0.1, 0.0, 0.1], [-0.2, -0.3, 0.0], [0.1, 0.0, 0.3], [-0.1, -0.4, 0.0], [0.2, 0.2, 0.1], [-0.2, 0.0, 0.0], [0.2, -0.1, -0.1], [-0.1, 0.0, 0.2], [0.0, 0.1, -0.1], [-0.3, 0.0, 0.0], [0.1, -0.1, 0.1], [-0.1, 0.0, -0.2], [0.0, 0.1, 0.1], [0.0, -0.1, 0.1], [0.2, 0.0, -0.2], [0.1, 0.4, -0.2], [-0.2, 0.1, -0.1], [0.1, -0.2, 0.1], [0.0, 0.2, -0.1], [0.0, -0.2, -0.1], [-0.1, 0.2, 0.2], [0.0, 0.0, 0.0], [0.0, -0.1, 0.0], [0.0, 0.0, 0.1], [0.1, 0.0, 0.0], [0.0, 0.0, 0.0], [0.0, 0.0, 0.0], [0.0, 0.0, -0.1], [0.0, 0.0, 0.0], [-0.1, 0.0, 0.1], [0.0, -0.1, 0.0], [0.0, 0.0, 0.0], [-0.1, 0.0, 0.0], [0.0, 0.0, 0.1], [0.0, 0.0, 0.0], [0.0, 0.0, 0.0], [0.0, -0.1, 0.0], [0.0, 0.0, 0.0], [0.0, 0.0, 0.0], [0.0, 0.1, 0.1], [-0.1, 0.0, 0.0], [0.1, 0.0, -0.1], [0.0, 0.0, 0.0], [0.0, 0.0, 0.0], [0.0, 0.1, -0.1], [0.0, 0.0, 0.0], [0.0, 0.0, 0.0], [0.0, 0.0, 0.0], [0.0, 0.0, 0.0], [0.1, 0.0, 0.0], [0.0, -0.1, 0.0]], "lowdin_spin": [3.29, 0.00, 0.00, 0.00, 0.00, 0.00, 0.00, 0.02, 0.09, 0.01, 0.01, 0.00, 0.00, 0.00, 0.00, 0.02, 0.01, 0.00, 0.01, 0.00, 0.01, 0.01, 0.11, 0.00, 0.00, 0.01, 0.00, 0.00, 0.00, 0.00, 0.00, 0.00, 0.00, 0.00, 0.00, 0.00, 0.01, 0.09, 0.09, 0.05, 0.25, 0.15, 0.05, 0.13, 0.06, 0.07, 0.01, 0.00, 0.10, 0.03, 0.17, 0.00, 0.00, 0.00, 0.01, 0.00, 0.00, 0.00, 0.00, 0.00, 0.00, 0.01, 0.01, 0.08, 0.00, 0.00, 0.00, 0.00, 0.00, 0.00, 0.00, 0.00, 0.00, 0.00, 0.00, 0.00, 0.00, 0.00, 0.00, 0.00, 0.00, 0.00, 0.00, 0.00, 0.00, 0.00, 0.00, 0.00, 0.00, 0.00, 0.00, 0.00, 0.00, 0.00, 0.00, 0.00, 0.00, 0.00, 0.00, 0.00, 0.00, 0.00, 0.00, 0.00, 0.00, 0.00, 0.00, 0.00, 0.00, 0.00, 0.00, 0.00, 0.00, 0.00, 0.00, 0.00]}